This record from OMol25 describes a 10-piece molecular cluster, C36H61F3O30 overall at a distorted geometry. The level of theory is the ωB97M-V functional and the def2-TZVPD basis.

Values from the calculation:
frontier orbital gap: 10.34 eV
SMILES: O=C1OC[C@@H](F)O1.O=C1OC[C@@H](F)O1.O=C1OC[C@@H](F)O1.CCOC(=O)OC.CCOC(=O)OC.CCOC(=O)OC.CCOC(=O)OC.CCOC(=O)OC.CCOC(=O)OC.O=C1OCCO1
E_tot: -3965.02386 Ha
HOMO energy: -10.380 eV
2S+1: 1

Last column: Mulliken charge in e.
Geometry (Å):
C 5.68742 3.39229 -6.15502  -0.2595
C 4.90932 4.70533 -6.19222  -0.1786
O 5.94851 5.65200 -6.37984  -0.3445
C 7.18296 5.07576 -6.50342  0.7176
O 8.25506 5.68834 -6.76595  -0.5745
O 7.05914 3.78670 -6.23470  -0.3350
H 5.34583 2.64506 -6.87130  0.2649
H 5.67288 2.84955 -5.20986  0.2213
H 4.45603 4.88636 -5.21762  0.2164
H 4.08258 4.78514 -6.89807  0.2720
C -1.16715 4.02052 2.36560  -1.1496
C -2.57487 4.45512 2.53247  -0.2368
O -3.23438 3.68039 3.53606  -0.2844
C -4.56336 3.30379 3.37580  0.8009
O -5.30315 3.44873 2.39833  -0.5871
O -4.93018 2.72311 4.50615  -0.3204
C -6.22517 2.13792 4.69553  -0.7214
H -0.70838 4.10041 1.38008  0.3851
H -0.94865 3.01682 2.73024  0.2949
H -0.42992 4.68709 2.81312  0.3134
H -3.12137 4.32665 1.59816  0.2928
H -2.67085 5.53702 2.62400  0.3078
H -6.21338 1.06570 4.49985  0.2904
H -6.98850 2.37827 3.95548  0.3309
H -6.71355 2.34124 5.64855  0.2867
C -2.21492 3.31098 -3.78910  -1.1245
C -3.21750 2.94519 -4.92642  -0.1772
O -4.01465 3.97871 -5.30418  -0.3359
C -5.07072 4.33377 -4.55552  0.7605
O -5.57909 3.76580 -3.59455  -0.5753
O -5.58074 5.39721 -5.16766  -0.3296
C -6.89797 5.98129 -4.89591  -0.6451
H -1.87483 4.33056 -3.97045  0.3328
H -1.33802 2.67573 -3.91403  0.3399
H -2.54384 3.22175 -2.75375  0.3161
H -3.85046 2.08425 -4.71139  0.3620
H -2.67871 2.80306 -5.86323  0.2367
H -7.14869 6.74656 -5.63049  0.2463
H -6.81906 6.48329 -3.93162  0.2925
H -7.76370 5.32099 -4.84473  0.3026
C 11.09958 6.98052 2.78231  -1.1703
C 10.36807 5.71979 2.35266  -0.1567
O 9.35195 5.92483 1.42834  -0.2773
C 8.18952 5.20656 1.68830  0.7150
O 8.11554 4.12376 2.32015  -0.5694
O 7.13010 5.83796 1.01364  -0.2895
C 5.89310 5.11773 0.81953  -0.6401
H 11.50947 7.43620 1.88095  0.2834
H 11.95325 6.78967 3.43263  0.3559
H 10.42914 7.69659 3.25756  0.3228
H 10.07054 5.21478 3.27165  0.3447
H 11.12797 5.11587 1.85674  0.2445
H 5.55594 4.34876 1.51459  0.2688
H 5.89486 4.61740 -0.14885  0.2762
H 5.03992 5.79079 0.90432  0.2923
C -9.55592 -8.80191 7.97917  -1.0266
C -8.07390 -8.55349 7.61951  -0.3226
O -7.87948 -7.41406 6.81975  -0.2414
C -6.86746 -7.22642 5.99377  0.6821
O -5.76535 -7.76931 6.01524  -0.5592
O -7.14471 -6.05187 5.30776  -0.2892
C -6.25961 -5.68883 4.24028  -0.6604
H -10.09566 -8.87243 7.03481  0.3016
H -9.95581 -8.11330 8.72348  0.2952
H -9.44731 -9.72108 8.55486  0.3421
H -7.62389 -9.43125 7.15570  0.3552
H -7.54742 -8.29503 8.53827  0.2784
H -5.21512 -5.45545 4.44690  0.2986
H -6.59164 -4.75637 3.78380  0.2644
H -6.18863 -6.47419 3.48778  0.2819
C -0.91411 -1.97028 2.94618  -1.0966
C -1.39759 -1.20436 1.62110  -0.2018
O -0.33437 -0.50227 0.99621  -0.3310
C 0.25449 -0.89432 -0.05208  0.8604
O 0.04236 -2.00266 -0.57975  -0.6721
O 1.14876 -0.03230 -0.47134  -0.2960
C 2.07698 -0.36533 -1.46119  -0.6138
H -0.57502 -2.98023 2.71571  0.3082
H -1.70793 -2.11494 3.67901  0.3815
H -0.07446 -1.44907 3.40600  0.2826
H -2.16619 -0.47210 1.86836  0.3215
H -1.74489 -1.89636 0.85388  0.2910
H 2.72760 0.48677 -1.65800  0.2853
H 1.76168 -0.64246 -2.46711  0.2792
H 2.75326 -1.17665 -1.19194  0.2079
C 2.85542 2.02765 5.55567  -1.1448
C 4.02611 1.20192 5.15399  -0.1912
O 3.62941 0.00462 4.44636  -0.2854
C 4.35740 -0.53521 3.44880  0.8116
O 5.43677 -0.13408 3.01731  -0.6080
O 3.71704 -1.61811 2.95326  -0.2909
C 4.18610 -2.44350 1.91949  -0.5783
H 2.24976 2.37684 4.71940  0.2740
H 3.25390 2.80722 6.20496  0.3674
H 2.10769 1.55628 6.19349  0.3182
H 4.67331 0.98978 6.00501  0.2735
H 4.69166 1.69412 4.44485  0.3125
H 4.47574 -3.43775 2.25960  0.2747
H 5.10903 -2.01261 1.53136  0.3557
H 3.46725 -2.42634 1.10030  0.1020
C -1.90448 -4.37010 -4.08025  -0.2826
C -0.45134 -4.41041 -4.72252  0.2968
O -0.53217 -3.38897 -5.70928  -0.2975
C -1.71341 -2.73397 -5.69087  0.6653
O -2.08813 -1.76104 -6.36651  -0.5604
O -2.56565 -3.36680 -4.81076  -0.2825
F -0.19078 -5.67065 -5.24234  -0.3031
H -1.90906 -4.16960 -3.00886  0.3061
H -2.34908 -5.31508 -4.39242  0.2445
H 0.36453 -4.36543 -4.00109  0.2109
C -6.33490 -3.63925 -2.18453  -0.2738
C -6.72738 -2.71118 -3.33417  0.3308
O -6.42504 -1.42635 -2.83681  -0.2954
C -6.42047 -1.47901 -1.50258  0.7096
O -6.55142 -0.48820 -0.73983  -0.5905
O -6.19166 -2.75533 -1.13743  -0.3141
F -8.08925 -2.69822 -3.47753  -0.3020
H -5.35841 -4.08358 -2.37724  0.2175
H -7.10993 -4.38102 -1.99164  0.2682
H -6.20370 -2.90561 -4.27014  0.2501
C 7.13484 -4.68013 -3.20320  -0.3141
C 6.74331 -5.78157 -4.18477  0.3049
O 5.97414 -5.01190 -5.19347  -0.3331
C 5.69012 -3.76593 -4.77356  0.7394
O 4.97228 -2.95744 -5.36905  -0.5826
O 6.25142 -3.58585 -3.62290  -0.3520
F 5.80970 -6.61303 -3.64805  -0.2648
H 8.14248 -4.36367 -2.93373  0.3167
H 6.67816 -4.89813 -2.23778  0.2104
H 7.53712 -6.42172 -4.56974  0.2747

Forces on atoms 1 to 3 (eV/Å):
C -0.165 -0.841 0.953
C 0.198 -0.339 1.253
O 0.572 1.062 -0.840